Record 1
Below is 12 unconnected molecules or ions with the total composition C38H52O36, with properties calculated with wB97M-V/def2-TZVPD.

CARTESIAN COORDINATES (ANGSTROEM)
1 C -10.963 13.159 9.852
2 C -9.910 12.146 10.310
3 O -8.924 12.943 10.992
4 C -9.185 14.247 10.766
5 O -8.550 15.128 11.203
6 O -10.281 14.415 10.002
7 H -11.877 13.075 10.436
8 H -11.144 13.023 8.791
9 H -9.436 11.681 9.439
10 H -10.276 11.325 10.921
11 C -13.052 8.274 14.885
12 C -12.832 9.739 15.310
13 O -14.144 10.232 15.573
14 C -15.066 9.332 15.148
15 O -16.219 9.554 15.083
16 O -14.468 8.132 14.964
17 H -12.541 7.626 15.593
18 H -12.711 8.075 13.875
19 H -12.340 10.382 14.575
20 H -12.274 9.928 16.229
21 C -4.707 15.320 15.180
22 C -4.593 15.776 13.711
23 O -5.620 14.997 13.063
24 C -6.344 14.311 13.971
25 O -7.258 13.585 13.765
26 O -5.976 14.662 15.228
27 H -4.731 16.136 15.901
28 H -3.915 14.635 15.476
29 H -3.601 15.450 13.403
30 H -4.797 16.828 13.548
31 C -12.310 8.461 9.826
32 C -12.962 7.848 8.575
33 O -12.681 8.794 7.540
34 C -12.242 9.939 8.063
35 O -11.986 10.930 7.503
36 O -12.019 9.801 9.405
37 H -11.407 7.942 10.143
38 H -13.023 8.469 10.648
39 H -14.048 7.754 8.708
40 H -12.654 6.838 8.315
41 C -8.031 12.886 16.723
42 C -8.902 14.088 17.054
43 O -10.106 13.422 17.542
44 C -9.899 12.101 17.649
45 O -10.739 11.289 17.813
46 O -8.570 11.804 17.494
47 H -6.996 13.033 17.008
48 H -8.035 12.624 15.665
49 H -9.264 14.612 16.172
50 H -8.443 14.787 17.750
51 C -8.428 8.015 17.332
52 C -8.882 6.683 17.932
53 O -8.857 5.869 16.728
54 C -8.040 6.426 15.807
55 O -7.754 6.048 14.728
56 O -7.548 7.591 16.318
57 H -7.870 8.681 17.984
58 H -9.294 8.540 16.916
59 H -9.915 6.762 18.256
60 H -8.220 6.325 18.716
61 C -5.047 14.496 9.540
62 C -5.941 13.277 9.726
63 O -5.119 12.205 9.293
64 C -4.062 12.728 8.596
65 O -3.227 12.082 8.126
66 O -4.234 14.049 8.457
67 H -4.449 14.708 10.429
68 H -5.613 15.385 9.282
69 H -6.833 13.334 9.100
70 H -6.280 13.256 10.762
71 C -7.497 6.806 9.864
72 C -7.779 8.211 9.336
73 O -9.026 8.037 8.645
74 C -9.249 6.718 8.430
75 O -10.134 6.324 7.773
76 O -8.327 5.959 9.057
77 H -7.656 6.673 10.930
78 H -6.473 6.559 9.583
79 H -6.953 8.631 8.758
80 H -7.988 8.940 10.121
81 C -0.017 12.509 14.305
82 C -0.775 12.823 15.581
83 O -2.016 13.307 15.072
84 C -2.212 12.690 13.865
85 O -3.236 12.661 13.285
86 O -1.077 12.151 13.414
87 H 0.704 11.709 14.431
88 H 0.449 13.404 13.894
89 H -0.206 13.597 16.096
90 H -0.914 11.981 16.260
91 C -3.915 11.394 19.939
92 C -4.269 12.539 18.973
93 O -5.331 11.931 18.172
94 C -5.207 10.596 18.223
95 O -5.741 9.846 17.491
96 O -4.445 10.231 19.281
97 H -4.294 11.625 20.931
98 H -2.839 11.240 19.995
99 H -3.553 13.052 18.326
100 H -4.808 13.371 19.441
101 C -6.828 10.687 12.547
102 C -7.376 9.676 13.524
103 C -8.385 10.131 14.594
104 O -9.415 9.107 14.469
105 C -9.325 8.486 13.271
106 O -10.183 7.832 12.800
107 O -8.116 8.701 12.750
108 H -6.380 10.139 11.716
109 H -6.031 11.259 13.025
110 H -7.613 11.332 12.163
111 H -6.637 9.089 14.074
112 H -8.854 11.096 14.378
113 H -7.945 10.189 15.586
114 C -2.944 9.174 13.517
115 C -3.502 7.777 13.609
116 C -3.981 7.053 12.336
117 O -3.418 5.754 12.440
118 C -2.578 5.679 13.490
119 O -1.996 4.721 13.815
120 O -2.514 6.856 14.138
121 H -1.978 9.134 13.014
122 H -2.905 9.581 14.530
123 H -3.634 9.849 13.006
124 H -4.286 7.794 14.373
125 H -3.653 7.584 11.437
126 H -5.063 6.998 12.375

Charge = 0
LUMO = -0.61 eV
E_HOMO = -10.549 eV
Energy relative to the best compared isomer or geometry (same formula, charge and spin) = 0.0000 eV
Structure (SMILES) = C[C@H]1COC(=O)O1.C[C@H]1COC(=O)O1.O=C1OCCO1.O=C1OCCO1.O=C1OCCO1.O=C1OCCO1.O=C1OCCO1.O=C1OCCO1.O=C1OCCO1.O=C1OCCO1.O=C1OCCO1.O=C1OCCO1

Atom charges from the Mulliken analysis, given in e for atoms 1 to 4: atom 1 (C): -0.206, atom 2 (C): -0.190, atom 3 (O): 0.220, atom 4 (C): 0.216

***

Record 2
Below is a molecular structure, C38H53F5N2O4PSSeZn, with properties calculated with wB97M-V/def2-TZVPD.

CARTESIAN COORDINATES (ANGSTROEM)
1 Zn 0.720 -1.127 0.349
2 N -0.155 -2.106 2.084
3 N -1.552 -1.967 1.868
4 C -1.953 -1.919 0.502
5 O -3.153 -2.031 0.266
6 O -0.998 -1.763 -0.345
7 H 0.151 -3.066 1.867
8 H 0.060 -1.893 3.046
9 H -2.124 -2.617 2.386
10 O -1.815 1.203 0.827
11 P -2.021 2.359 -0.088
12 C -3.770 2.945 0.032
13 C -4.692 1.907 -0.623
14 C -6.157 2.372 -0.584
15 C -6.487 3.141 0.709
16 C -5.568 2.687 1.840
17 C -4.118 3.092 1.535
18 C -1.584 2.028 -1.831
19 C -1.951 0.613 -2.292
20 C -1.285 0.356 -3.644
21 C -1.660 1.434 -4.698
22 C -2.601 2.495 -4.121
23 C -2.023 3.117 -2.848
24 C -0.932 3.776 0.364
25 C -0.710 3.779 1.884
26 C 0.315 4.847 2.271
27 C -0.041 6.242 1.693
28 C -1.369 6.224 0.933
29 C -1.338 5.173 -0.177
30 H -3.900 3.901 -0.483
31 H -4.564 0.952 -0.106
32 H -4.403 1.744 -1.660
33 H -6.809 1.499 -0.677
34 H -6.359 3.013 -1.447
35 H -7.538 3.002 0.976
36 H -6.336 4.215 0.552
37 H -5.638 1.602 1.950
38 H -5.880 3.130 2.789
39 H -3.443 2.461 2.117
40 H -3.964 4.130 1.845
41 H -0.490 2.020 -1.749
42 H -3.027 0.460 -2.369
43 H -1.587 -0.116 -1.572
44 H -1.560 -0.640 -3.993
45 H -0.203 0.346 -3.490
46 H -2.135 0.972 -5.568
47 H -0.757 1.933 -5.063
48 H -3.568 2.035 -3.897
49 H -2.785 3.280 -4.860
50 H -2.766 3.795 -2.416
51 H -1.158 3.729 -3.120
52 H 0.023 3.477 -0.078
53 H -0.353 2.793 2.179
54 H -1.650 3.949 2.419
55 H 1.290 4.528 1.897
56 H 0.391 4.894 3.359
57 H 0.742 6.570 1.003
58 H -0.092 6.989 2.490
59 H -1.567 7.211 0.505
60 H -2.187 6.003 1.626
61 H -0.616 5.490 -0.935
62 H -2.314 5.144 -0.666
63 F 4.014 -9.484 1.186
64 C 3.132 -8.489 0.974
65 C 2.910 -8.002 -0.298
66 F 3.588 -8.540 -1.329
67 C 2.000 -6.986 -0.509
68 F 1.830 -6.585 -1.775
69 C 1.260 -6.388 0.521
70 Se 0.032 -5.014 0.215
71 C 1.525 -6.915 1.793
72 F 0.878 -6.436 2.865
73 C 2.426 -7.935 2.021
74 F 2.629 -8.408 3.267
75 S 2.260 1.700 0.721
76 C 1.238 0.792 -0.076
77 C 3.083 -0.468 -2.826
78 C 3.504 -1.864 -2.351
79 C 2.311 -2.827 -2.401
80 C 4.256 -1.804 -1.021
81 C 5.628 -1.586 -1.111
82 C 6.458 -1.550 -0.002
83 C 5.892 -1.796 1.243
84 C 4.533 -2.023 1.394
85 C 4.003 -2.348 2.785
86 C 3.285 -3.707 2.820
87 C 3.119 -1.222 3.336
88 C 3.661 -1.965 0.263
89 O 2.378 -2.113 0.447
90 H 2.595 -0.533 -3.806
91 H 3.944 0.201 -2.903
92 H 2.376 -0.023 -2.127
93 H 4.237 -2.239 -3.072
94 H 1.420 -2.410 -1.941
95 H 2.528 -3.759 -1.881
96 H 2.071 -3.059 -3.444
97 H 6.062 -1.451 -2.100
98 H 7.522 -1.370 -0.107
99 H 6.527 -1.819 2.125
100 H 4.875 -2.427 3.441
101 H 2.456 -3.723 2.112
102 H 2.900 -3.919 3.825
103 H 3.976 -4.508 2.545
104 H 2.351 -0.952 2.616
105 H 3.715 -0.329 3.536
106 H 2.630 -1.529 4.269

Expectation value of S² = 0.755
2S+1 = 2
Charge = -2
LUMO (spin up / spin down) = 3.79 / 3.79 eV
E_HOMO (spin up / spin down) = -1.300 / -1.565 eV
Energy relative to the best compared isomer or geometry (same formula, charge and spin) = 0.0000 eV

Atom charges from the Mulliken analysis, given in e for atoms 1 to 4: atom 1 (Zn): 3.206, atom 2 (N): -0.306, atom 3 (N): -0.390, atom 4 (C): 0.510

***

We obtain maximum force values of 3.047; 0.463 eV/Å for the records listed above, in that order.